1.
Below is a structure of composition C6H8LiO6Y in a non-equilibrium geometry, with properties calculated with ωB97M-V with the def2-TZVPD basis set.

```
22
Properties=species:S:1:pos:R:3:lowdin_charge:R:1
Y 0.4294 2.5395 -1.4091 1.877
O -1.4835 1.8923 -0.7422 -0.054
O -1.4038 -0.2968 -1.2908 0.065
C 2.6398 0.5635 -2.2213 -0.194
C 1.6194 1.4542 -2.9038 -0.295
O -1.7522 0.3862 0.9242 0.109
C -1.6128 0.8000 -0.2003 -0.583
H 3.2344 -0.0527 -2.9101 0.147
H 3.3372 1.1405 -1.5974 0.132
H 1.0760 0.8770 -3.6706 0.077
H 2.1976 2.2212 -3.4468 0.075
Li 0.0995 0.1569 1.7621 0.822
O 1.1501 1.0246 0.0634 -0.154
O 2.0603 -0.4703 -1.3519 0.052
C -1.7106 -1.5261 -1.0650 -0.094
C -0.6748 -2.5710 -1.1187 0.074
O 0.8411 -1.1349 0.3611 -0.034
C 1.3897 -0.1795 -0.2728 -0.727
H -2.7611 -1.7114 -0.8105 0.178
H -1.0719 -3.4764 -1.6006 0.132
H 0.1223 -2.3724 -1.8413 0.141
H -1.4037 -2.8158 -0.1137 0.257
```

The net charge is +2. As for the LUMO energy: -8.16 eV. For the molecular weight, the calculation gives 271.97 g mol⁻¹. The highest occupied orbital energy comes out at -16.80 eV.

***

2.
Below is a structure of composition C35H22ClIMnN2O4PS2, with properties calculated with ωB97M-V with the def2-TZVPD basis set.

```
69
Properties=species:S:1:pos:R:3:mulliken_spin:R:1
Mn 0.2211 0.9966 0.9445 4.829
O 2.5441 2.1849 2.5214 0.003
C 2.2543 1.4063 1.6158 0.160
C 3.4131 0.8027 0.8267 -0.138
C 4.6280 1.4792 0.7517 0.017
C 5.6481 1.0104 -0.0571 0.002
C 5.4613 -0.1489 -0.8031 0.001
C 4.2609 -0.8374 -0.7285 0.006
C 3.2287 -0.3693 0.0840 -0.050
P 1.6322 -1.2482 0.3193 0.021
C 1.5495 -2.3768 -1.1056 0.027
C 1.5788 -1.8177 -2.3829 0.011
C 1.4126 -2.6139 -3.5029 -0.004
C 1.1922 -3.9769 -3.3612 0.007
C 1.1341 -4.5362 -2.0939 -0.003
C 1.3108 -3.7410 -0.9697 0.004
C 2.0818 -2.3502 1.7157 -0.046
C 3.2620 -3.0958 1.7014 -0.002
C 3.5957 -3.9064 2.7724 0.001
C 2.7541 -3.9786 3.8774 0.000
C 1.5805 -3.2443 3.8985 0.006
C 1.2422 -2.4330 2.8201 0.013
H 4.7398 2.3826 1.3394 0.003
H 6.5875 1.5474 -0.1186 0.000
H 6.2521 -0.5158 -1.4464 0.000
H 4.1215 -1.7390 -1.3133 -0.001
H 1.7109 -0.7476 -2.5000 -0.002
H 1.4242 -2.1628 -4.4868 0.000
H 1.0431 -4.5972 -4.2361 0.001
H 0.9385 -5.5947 -1.9751 0.000
H 1.2506 -4.1844 0.0160 0.001
H 3.9253 -3.0355 0.8474 -0.001
H 4.5149 -4.4789 2.7502 0.000
H 3.0178 -4.6079 4.7188 0.000
H 0.9187 -3.2988 4.7539 0.000
H 0.3137 -1.8753 2.8237 -0.012
Cl -4.4190 5.9551 -0.9252 0.001
C -3.2169 4.6858 -0.9085 0.009
C -2.9439 4.0007 -2.0577 -0.002
C -2.0049 2.9589 -2.0760 0.023
I -1.6185 1.9439 -3.8483 0.001
C -1.3274 2.5523 -0.9301 -0.055
O -0.5002 1.5723 -0.8810 0.032
C -1.6028 3.3220 0.2674 -0.011
N -0.9028 2.9530 1.3679 0.080
C -1.0741 3.5981 2.4939 0.026
C -1.9858 4.6618 2.6164 -0.004
C -2.7164 5.0435 1.5257 0.009
C -2.5374 4.3776 0.2939 -0.011
H -3.4678 4.2590 -2.9683 -0.001
H -0.4781 3.2684 3.3372 0.005
H -2.0997 5.1618 3.5684 0.000
H -3.4284 5.8555 1.5890 0.001
O -3.4746 -3.1293 -1.4453 0.001
S -2.6746 -1.9363 -1.4962 -0.001
O -1.7808 -1.7659 -2.6048 0.001
N -1.8630 -1.7449 -0.0645 0.028
C -2.3002 -0.7158 0.5910 0.007
S -1.7068 -0.2000 2.1206 0.017
C -3.4056 0.0460 -0.0793 0.001
C -4.0747 1.1744 0.3628 -0.003
C -5.0454 1.7265 -0.4636 0.002
C -5.3380 1.1581 -1.7010 0.000
C -4.6716 0.0190 -2.1387 0.001
C -3.7127 -0.5122 -1.3024 -0.005
H -3.8254 1.6052 1.3243 -0.004
H -5.5714 2.6199 -0.1507 0.000
H -6.0891 1.6145 -2.3334 0.000
H -4.8869 -0.4265 -3.1008 0.000
```

The net charge is -1. As for the spin multiplicity: 6. As for the LUMO energy (spin up / spin down): 2.29 / 2.20 eV. For the molecular weight, the calculation gives 846.97 g mol⁻¹. The highest occupied orbital energy (spin up / spin down) comes out at -4.08 / -4.81 eV.

***

3.
Below is a cluster of 3 separate species, C30H51BBr2I2N3O10P2 in total in a non-equilibrium geometry, with properties calculated with ωB97M-V with the def2-TZVPD basis set.

```
101
Properties=species:S:1:pos:R:3:lowdin_charge:R:1
C 4.6289 -1.4558 -2.3084 -0.101
C 2.9967 -1.4352 -2.4587 -0.186
B 2.3104 -0.4994 -1.3074 -0.402
O 2.4905 -0.7836 0.1000 0.078
C 1.3599 0.7895 -1.7275 0.043
C -0.1488 0.3998 -1.8705 -0.047
C -0.7010 -1.0751 -1.6650 -0.100
C -1.0307 -1.8056 -3.0840 -0.705
O -1.9840 -2.5938 -3.2127 -0.026
I 0.1873 -1.4417 -4.8770 0.878
C -1.1056 1.6102 -2.2619 0.052
C -2.6305 1.3457 -2.4918 -0.073
O -3.3012 0.0788 -2.4253 -0.115
N -3.9465 -0.0752 -1.2057 0.012
O -4.6082 -1.0568 -1.3330 0.096
C -3.5987 2.5172 -2.8899 0.022
C -5.1565 2.1863 -3.1588 -0.130
C -5.4541 1.8830 -4.7293 -0.138
C -7.0363 1.5842 -4.9473 -0.222
O -7.8510 1.8778 -3.7797 -0.117
C -2.9705 3.9435 -3.0420 -0.059
C -4.0638 5.0472 -3.5084 -0.176
C -4.6645 5.8867 -2.2438 -0.302
C -6.2310 5.6784 -2.0023 -0.569
Br -6.7063 6.8827 -0.4478 0.564
C -1.4468 4.2851 -2.7886 -0.204
P -1.1320 6.0650 -3.1247 0.722
N -0.8780 6.1643 -4.7382 -0.309
C -0.5294 3.0920 -2.4052 -0.076
C 0.9712 3.2892 -2.1700 -0.241
P 2.0274 4.9129 -2.1032 0.617
O 1.8621 5.8140 -3.5683 -0.408
I 1.1300 6.1327 -0.1031 0.513
N 1.8801 2.1552 -1.8919 -0.060
C 3.3559 2.2507 -1.7125 -0.198
C 3.8538 2.3871 -0.1798 -0.229
C 2.7540 2.8978 0.8650 -0.566
Br 3.1690 1.9673 2.6141 0.670
H 5.0811 -2.2970 -2.9324 0.089
H 4.9156 -1.4706 -1.2049 0.078
H 5.0153 -0.4613 -2.7586 0.075
H 2.8040 -1.0404 -3.5188 0.039
H 2.6205 -2.5201 -2.3701 0.118
H 3.0150 -1.6173 0.2078 0.122
H -1.6481 -0.9743 -1.0062 0.130
H -0.0614 -1.8145 -1.0906 0.134
H -5.7890 3.0969 -2.8968 0.080
H -5.5529 1.3133 -2.5498 0.113
H -5.2203 2.8160 -5.3713 0.108
H -4.7854 1.0311 -5.1395 0.127
H -7.4670 2.2086 -5.8207 0.129
H -7.2373 0.4736 -5.1940 0.134
H -8.0478 2.8395 -3.7436 0.094
H -3.5949 5.8529 -4.1965 0.098
H -4.9082 4.6135 -4.1382 0.100
H -4.0768 5.6616 -1.2923 0.108
H -4.5193 7.0158 -2.4576 0.102
H -6.5398 4.6372 -1.6591 0.057
H -6.8500 6.0863 -2.8786 0.082
H -0.1033 6.8002 -2.5328 -0.093
H -2.3140 6.8943 -2.9242 0.024
H -0.8675 5.1995 -5.1297 -0.030
H 1.9056 5.1758 -4.3168 0.064
H 3.8681 3.1248 -2.2724 0.099
H 3.9536 1.4013 -2.2347 0.132
H 4.7233 3.1503 -0.1508 0.135
H 4.2410 1.3750 0.1816 0.083
H 2.9180 4.0068 1.0606 0.006
H 1.6776 2.6011 0.6433 0.062
C 2.1094 -1.4444 3.2821 -0.134
O 3.0517 -1.9820 4.1988 -0.197
C 3.0643 -1.2798 5.4409 -0.190
C 2.2945 -2.0374 6.5183 -0.188
O 0.9021 -2.0941 6.2148 -0.189
C 0.5164 -3.3486 5.6666 -0.104
H 1.9770 -2.1608 2.4682 0.079
H 1.1371 -1.2706 3.7514 0.092
H 2.4904 -0.5056 2.8663 -0.022
H 2.6709 -0.2640 5.3179 0.119
H 4.1111 -1.1991 5.7508 0.126
H 2.3926 -1.4993 7.4646 0.126
H 2.7032 -3.0438 6.6574 0.112
H 0.4761 -4.1014 6.4613 0.093
H 1.2049 -3.6808 4.8845 0.073
H -0.4778 -3.2415 5.2308 0.089
C 3.2703 -9.2326 6.2135 -0.108
O 3.3806 -8.9979 4.8163 -0.193
C 2.1400 -8.6150 4.2286 -0.199
C 2.0742 -7.1085 3.9958 -0.197
O 2.0589 -6.3946 5.2309 -0.207
C 3.3314 -5.8521 5.5593 -0.110
H 4.2771 -9.2780 6.6331 0.091
H 2.7200 -8.4346 6.7189 0.083
H 2.7728 -10.1913 6.3901 0.089
H 1.2974 -8.9551 4.8412 0.127
H 2.0764 -9.1211 3.2598 0.123
H 1.1394 -6.8729 3.4802 0.121
H 2.9034 -6.7729 3.3635 0.125
H 3.5290 -4.9708 4.9375 0.082
H 4.1333 -6.5829 5.4220 0.087
H 3.3144 -5.5484 6.6069 0.088
```

The net charge is +1. As for the LUMO energy: -5.41 eV. For the molecular weight, the calculation gives 1100.13 g mol⁻¹. The highest occupied orbital energy comes out at -10.49 eV.

***

4.
Below is a cluster of 14 separate species, C5H38N2O13 in total in a non-equilibrium geometry, with properties calculated with ωB97M-V with the def2-TZVPD basis set.

```
58
Properties=species:S:1:pos:R:3:lowdin_charge:R:1
C -2.7656 0.1125 0.8988 -0.088
C -1.7133 1.2075 0.5962 -0.189
C -0.5069 0.3416 -0.0888 -0.114
C 0.8128 0.9254 0.2581 -0.339
C 1.7338 0.1445 0.8786 -0.210
N 2.9554 0.3642 1.5731 0.050
N 1.0422 2.3212 0.0674 0.122
H -3.6613 0.5243 1.3384 0.069
H -2.4002 -0.6321 1.5532 0.030
H -2.9429 -0.3509 -0.0686 0.063
H -1.3432 1.6396 1.4635 0.009
H -2.1052 2.1129 -0.0294 0.132
H -0.7562 -0.6677 -0.1210 0.046
H -0.8124 0.5773 -1.2046 0.123
H 1.5001 -0.9253 0.9496 0.081
H 3.6302 -0.3299 1.3233 0.082
H 3.2953 1.3222 1.4687 0.096
H 1.6437 2.7083 0.7145 0.063
H 0.3671 2.7457 -0.5052 0.000
H 2.1299 -1.4956 -1.8938 -0.060
H 2.4543 -1.5684 -0.4671 0.014
O 2.7662 -1.2262 -1.3198 -0.007
H -1.0400 4.1182 2.1312 0.000
H -2.1396 3.3546 2.5769 -0.018
O -1.9885 4.1551 2.1360 -0.034
H -1.4434 -2.4369 -0.4938 -0.075
H -2.7244 -3.1467 -0.9774 0.060
O -2.0978 -2.4392 -1.0991 0.000
H 0.9687 0.2634 -4.8683 0.031
H -0.0006 -0.7004 -4.3159 -0.008
O 0.0610 0.0120 -4.9278 -0.031
H -2.0959 -3.5291 2.9064 0.029
H -1.1747 -2.6506 2.3081 -0.037
O -2.0662 -2.6514 2.5620 -0.024
H 1.4387 2.1522 -2.0532 0.111
H 1.8009 0.7944 -2.2705 -0.039
O 1.6165 1.4652 -2.8812 -0.081
H 2.2626 -0.7549 3.0787 0.054
H 1.1083 -0.9627 4.3087 0.141
O 1.8153 -1.3948 3.7099 -0.052
H 1.0079 -4.0628 2.3579 0.084
H 1.3862 -2.5312 3.0230 0.051
O 0.9233 -3.0793 2.1538 -0.199
H -0.1212 -2.1308 -2.3349 0.057
H 0.3466 -3.0200 -3.4909 -0.019
O 0.5509 -2.3194 -3.0235 0.022
H 1.1694 -3.3342 -1.0207 0.011
H 0.9285 -3.0803 0.4220 -0.016
O 0.5276 -3.0237 -0.4422 -0.037
H -0.3856 2.5955 3.5253 0.084
H 0.0774 1.6778 2.3450 0.061
O 0.1244 2.6388 2.6717 -0.117
H -2.1124 1.0717 -3.7513 0.068
H -0.5441 0.9862 -3.4747 0.028
O -1.4217 1.3491 -3.1111 -0.118
H -0.7869 3.0467 -2.2397 0.071
H -1.0399 3.9376 -1.1007 0.085
O -0.2550 3.7784 -1.7251 -0.120
```

The net charge is 0. As for the LUMO energy: -0.15 eV. For the molecular weight, the calculation gives 334.36 g mol⁻¹. The highest occupied orbital energy comes out at -7.56 eV.